(1)
Formula: C63H46ClMnN4O4P2S
Source: OMol25
Level of theory: ωB97M-V with the def2-TZVPD basis set

Cartesian coordinates (Å):
Mn -0.749 -0.091 0.934
O -1.719 -2.259 2.786
S -0.492 -1.484 2.656
C 0.832 -2.645 3.092
C 0.447 -3.893 3.546
C 1.402 -4.780 4.012
C 2.729 -4.386 4.052
C 3.111 -3.148 3.566
C 2.174 -2.275 3.017
P 2.600 -0.622 2.351
C 4.434 -0.752 2.199
C 5.219 0.322 2.601
C 6.595 0.287 2.438
C 7.203 -0.823 1.878
C 6.426 -1.897 1.471
C 5.054 -1.856 1.615
C 2.318 -0.854 0.544
C 2.407 -2.078 -0.113
C 2.423 -2.119 -1.496
C 2.323 -0.952 -2.237
C 2.237 0.273 -1.593
C 2.241 0.323 -0.208
C -0.424 -0.472 4.157
C -0.701 -1.082 5.367
C -0.856 -0.300 6.498
C -0.766 1.079 6.392
C -0.488 1.685 5.178
C -0.295 0.910 4.037
P 0.211 1.588 2.388
C -0.736 3.079 1.927
C -0.659 4.216 2.698
C -1.316 5.395 2.365
C -2.097 5.443 1.197
C -2.219 4.361 0.393
C -1.556 3.056 0.658
C 1.751 2.421 2.948
C 2.419 2.031 4.106
C 3.526 2.732 4.548
C 4.000 3.815 3.827
C 3.373 4.179 2.647
C 2.262 3.483 2.208
H -0.603 -4.146 3.536
H 1.107 -5.758 4.361
H 3.483 -5.045 4.457
H 4.149 -2.854 3.615
H 4.755 1.188 3.042
H 7.191 1.134 2.740
H 8.275 -0.858 1.760
H 6.889 -2.768 1.027
H 4.468 -2.697 1.277
H 2.462 -2.996 0.454
H 2.521 -3.070 -1.998
H 2.313 -0.998 -3.317
H 2.186 1.186 -2.172
H 2.238 1.281 0.305
H -0.820 -2.155 5.409
H -1.056 -0.766 7.451
H -0.914 1.690 7.268
H -0.426 2.762 5.121
H -0.055 4.201 3.596
H -1.235 6.260 3.001
H -2.606 6.362 0.951
H -2.866 4.399 -0.470
H -2.362 2.307 0.772
H 2.074 1.175 4.670
H 4.024 2.421 5.454
H 4.858 4.365 4.180
H 3.743 5.011 2.069
H 1.767 3.781 1.293
Cl -7.348 -0.152 4.779
C -5.831 0.114 4.005
C -4.994 1.134 4.476
C -3.776 1.343 3.886
C -3.342 0.568 2.779
O -2.195 0.793 2.250
C -4.237 -0.431 2.286
C -3.889 -1.161 1.095
O -2.946 -0.920 0.351
C -5.456 -0.661 2.931
H -5.316 1.753 5.300
H -3.118 2.122 4.235
H -4.574 -1.988 0.829
H -6.111 -1.436 2.555
C -3.017 -1.278 -12.401
O -2.638 -2.202 -11.405
C -2.307 -1.760 -10.178
C -1.985 -2.747 -9.235
C -1.664 -2.403 -7.949
C -1.656 -1.059 -7.539
C -1.944 -0.079 -8.489
C -2.255 -0.420 -9.790
C -1.405 -0.803 -6.144
N -1.197 -1.789 -5.294
C -1.066 -1.224 -4.080
C -1.197 0.183 -4.168
N -1.410 0.419 -5.502
C -1.122 1.019 -3.042
C -1.289 2.447 -3.028
C -1.118 3.140 -1.896
C -0.732 2.506 -0.590
N -0.788 1.047 -0.615
C -0.884 0.396 -1.791
C -0.771 -1.037 -1.707
N -0.587 -1.547 -0.469
C -0.562 -2.865 -0.325
C -0.664 -3.755 -1.391
C -0.808 -3.260 -2.668
C -0.869 -1.872 -2.839
H -3.349 -1.885 -13.242
H -2.173 -0.659 -12.718
H -3.836 -0.636 -12.063
H -2.008 -3.779 -9.546
H -1.408 -3.158 -7.225
H -1.923 0.967 -8.222
H -2.472 0.367 -10.495
H -1.563 1.317 -5.931
H -1.540 2.955 -3.948
H -1.165 4.218 -1.898
H 0.321 2.802 -0.392
H -0.480 -3.249 0.685
H -0.643 -4.817 -1.199
H -0.900 -3.900 -3.532

## Properties
* total charge: +1
* 2S+1: 6
* expectation value of S²: 8.8998
* energy relative to the best compared isomer or geometry (same formula, charge and spin): 0.655 eV
* largest force on an atom: 3.7 eV/Å
* orbital gap (spin up / spin down): 4.690 / 5.607 eV
* HOMO energy (spin up / spin down): -8.6 / -8.8 eV


(2)
Formula: C63H61AsN2P3S7ScSiTe
Source: OMol25
Level of theory: ωB97M-V with the def2-TZVPD basis set

Cartesian coordinates (Å):
Sc -1.224 1.189 0.224
C -3.839 0.033 2.861
Si -2.721 -0.819 1.560
C -1.634 -1.865 2.796
C -2.189 -2.601 3.853
C -1.422 -3.359 4.720
C -0.042 -3.418 4.555
C 0.543 -2.685 3.542
C -0.239 -1.897 2.693
P 0.593 -0.957 1.350
C 1.232 -2.445 0.461
C 2.517 -2.961 0.605
C 2.865 -4.173 0.024
C 1.936 -4.884 -0.715
C 0.650 -4.380 -0.872
C 0.302 -3.173 -0.284
C 2.122 -0.296 2.104
C 3.144 0.079 1.234
C 4.311 0.655 1.710
C 4.458 0.898 3.069
C 3.430 0.563 3.940
C 2.271 -0.033 3.462
C -3.946 -2.154 0.815
C -4.895 -2.725 1.684
C -5.919 -3.547 1.255
C -6.066 -3.821 -0.101
C -5.151 -3.286 -0.984
C -4.089 -2.489 -0.541
P -2.858 -1.883 -1.758
C -2.389 -3.476 -2.584
C -2.731 -4.746 -2.117
C -2.309 -5.896 -2.770
C -1.530 -5.811 -3.914
C -1.141 -4.558 -4.368
C -1.540 -3.414 -3.694
C -3.927 -1.121 -3.054
C -5.155 -0.565 -2.702
C -5.917 0.128 -3.631
C -5.468 0.285 -4.931
C -4.238 -0.247 -5.291
C -3.474 -0.930 -4.359
H -4.469 -0.654 3.430
H -4.483 0.779 2.400
H -3.187 0.548 3.569
H -3.259 -2.569 4.017
H -1.899 -3.908 5.524
H 0.570 -4.026 5.212
H 1.617 -2.730 3.402
H 3.256 -2.420 1.182
H 3.873 -4.552 0.141
H 2.212 -5.822 -1.181
H -0.080 -4.920 -1.460
H -0.705 -2.789 -0.400
H 3.017 -0.077 0.167
H 5.095 0.934 1.016
H 5.360 1.366 3.446
H 3.520 0.780 4.997
H 1.463 -0.258 4.144
H -4.858 -2.491 2.738
H -6.623 -3.950 1.975
H -6.882 -4.436 -0.462
H -5.254 -3.482 -2.045
H -3.329 -4.847 -1.221
H -2.598 -6.865 -2.379
H -1.214 -6.707 -4.435
H -0.503 -4.467 -5.240
H -1.159 -2.455 -4.022
H -5.507 -0.638 -1.686
H -6.853 0.574 -3.319
H -6.055 0.843 -5.649
H -3.852 -0.103 -6.293
H -2.501 -1.288 -4.665
S -1.861 3.723 0.121
As -3.112 2.720 -1.372
S -1.572 1.360 -2.269
S -4.202 1.381 -0.127
S -4.040 3.931 -2.814
C 3.654 2.034 -1.781
C 3.143 2.924 -0.659
P 1.298 3.007 -0.421
C 1.319 4.126 1.062
C 2.493 5.067 1.321
C 0.869 4.031 -1.899
C 0.905 5.545 -1.742
H 4.747 2.058 -1.828
H 3.280 2.348 -2.758
H 3.340 1.000 -1.650
H 3.485 3.950 -0.835
H 3.571 2.615 0.296
H 1.215 3.438 1.906
H 0.390 4.695 1.033
H 3.395 4.525 1.610
H 2.241 5.741 2.143
H 2.738 5.686 0.458
H -0.123 3.712 -2.217
H 1.563 3.716 -2.687
H 0.265 5.865 -0.919
H 0.526 6.021 -2.649
H 1.915 5.924 -1.567
Te 1.000 -0.657 -2.501
C 1.445 0.334 -4.337
C 0.458 1.051 -5.005
C 0.756 1.715 -6.188
C 2.036 1.669 -6.723
C 3.020 0.947 -6.062
C 2.728 0.287 -4.876
C 2.535 -2.093 -2.829
C 3.817 -1.909 -2.316
C 4.837 -2.802 -2.617
C 4.584 -3.896 -3.431
C 3.307 -4.098 -3.932
C 2.290 -3.202 -3.629
H -0.546 1.110 -4.604
H -0.027 2.274 -6.684
H 2.264 2.191 -7.643
H 4.026 0.899 -6.461
H 3.517 -0.262 -4.378
H 4.028 -1.059 -1.680
H 5.828 -2.641 -2.210
H 5.379 -4.592 -3.671
H 3.095 -4.957 -4.557
H 1.292 -3.371 -4.013
S -1.675 6.651 5.228
C -1.118 5.139 4.774
S -1.682 4.356 3.335
C -0.714 2.951 3.700
N -0.032 3.070 4.798
N -0.250 4.305 5.387
C 0.450 4.503 6.608
C 0.818 5.769 7.048
C 1.516 5.903 8.239
C 1.856 4.792 8.995
C 1.497 3.531 8.540
C 0.801 3.380 7.353
S -0.655 1.499 2.776
H 0.560 6.636 6.463
H 1.797 6.895 8.571
H 2.399 4.906 9.925
H 1.760 2.649 9.111
H 0.529 2.402 6.988

## Properties
* total charge: -2
* energy relative to the best compared isomer or geometry (same formula, charge and spin): 0.000 eV
* largest force on an atom: 0.8 eV/Å
* orbital gap: 5.392 eV
* HOMO energy: -2.1 eV